{
  "formula": "C44H65EuN3OP",
  "method": "ωB97M-V with the def2-TZVPD basis set",
  "e_tot_ev": -81816.040,
  "s2": 15.76,
  "orbital_gap_ev": [6.50, 7.22],
  "lumo_energy_ev": [-1.87, -1.87],
  "homo_ev": [-8.37, -9.10],
  "e_above_lowest_kcal_mol": 0.0,
  "multiplicity": 8,
  "total_charge": 1,
  "elements": ["Eu", "C", "C", "C", "C", "C", "C", "H", "H", "H", "H", "H", "H", "C", "C", "N", "C", "C", "N", "C", "C", "N", "H", "H", "H", "H", "H", "H", "H", "H", "H", "H", "H", "H", "H", "H", "H", "O", "P", "C", "C", "C", "C", "C", "C", "C", "C", "C", "C", "C", "C", "C", "C", "C", "C", "C", "C", "H", "H", "H", "H", "H", "H", "H", "H", "H", "H", "H", "H", "H", "H", "H", "H", "H", "H", "H", "H", "H", "H", "H", "H", "H", "H", "H", "H", "H", "H", "H", "H", "H", "C", "C", "C", "C", "C", "C", "C", "C", "C", "C", "C", "C", "C", "C", "H", "H", "H", "H", "H", "H", "H", "H", "H", "H", "H"],
  "positions_angstrom": [[-0.9034, -1.2131, -1.0719], [-0.7742, -1.6903, -4.1081], [-0.0918, -2.8649, -3.7874], [1.1881, -2.8047, -3.2452], [1.7941, -1.5711, -3.0270], [1.1144, -0.3960, -3.3371], [-0.1759, -0.4491, -3.8720], [-1.7101, -1.7460, -4.6512], [-0.5233, -3.8261, -4.0349], [1.7491, -3.7128, -3.0653], [2.8185, -1.5340, -2.6809], [1.6245, 0.5538, -3.2660], [-0.6481, 0.4602, -4.2316], [-3.9246, 0.4433, -0.3998], [-3.3185, -0.1203, 0.8987], [-2.8085, -1.4938, 0.7331], [-3.8624, -2.5040, 0.5034], [-3.5368, -3.3900, -0.7093], [-3.1059, -2.6023, -1.8873], [-4.2187, -1.8287, -2.4906], [-3.8378, -0.3540, -2.7195], [-3.0731, 0.1974, -1.5853], [-4.9042, -0.0051, -0.5676], [-4.0950, 1.5146, -0.2546], [-2.4667, 0.5004, 1.2001], [-4.0857, -0.0601, 1.6834], [-2.3177, -1.7485, 1.5940], [-3.9791, -3.1688, 1.3638], [-4.8194, -1.9983, 0.3667], [-2.7154, -4.0634, -0.4448], [-4.4196, -4.0009, -0.9367], [-2.8049, -3.2928, -2.5740], [-4.5249, -2.2548, -3.4512], [-5.0870, -1.8876, -1.8329], [-3.2253, -0.2684, -3.6202], [-4.7615, 0.2108, -2.9011], [-2.6937, 1.0964, -1.8889], [-0.1807, 0.8981, -0.4969], [0.6969, 1.9596, 0.1636], [-0.4729, 3.0588, 1.1201], [0.1230, 4.2811, 1.8308], [-0.9201, 5.3948, 2.0038], [-2.2871, 4.7967, 2.3103], [-2.7990, 3.9717, 1.1191], [-1.6395, 3.4971, 0.2353], [1.9583, 0.9600, 1.1181], [1.3131, 0.0963, 2.2041], [1.1187, 0.8545, 3.5154], [2.4502, 1.4253, 3.9955], [3.0369, 2.3642, 2.9475], [3.2351, 1.6217, 1.6318], [1.6498, 2.7815, -1.2054], [2.5678, 3.9638, -0.8423], [2.0615, 5.2798, -1.4286], [2.0158, 5.2195, -2.9574], [1.5029, 3.8572, -3.4518], [0.7067, 3.1577, -2.3531], [-0.8866, 2.3663, 1.8676], [0.9719, 4.6812, 1.2807], [0.4667, 3.9884, 2.8237], [-0.9839, 6.0200, 1.1123], [-0.6102, 6.0431, 2.8229], [-2.9941, 5.5908, 2.5433], [-2.2034, 4.1664, 3.1977], [-3.4785, 4.5717, 0.5126], [-3.3640, 3.1144, 1.4920], [-1.3260, 4.3171, -0.4097], [-1.9597, 2.6702, -0.4026], [2.2493, 0.2843, 0.2927], [1.9719, -0.7539, 2.4008], [0.3584, -0.3151, 1.8294], [0.7169, 0.1729, 4.2671], [0.4036, 1.6688, 3.3861], [3.1451, 0.6029, 4.1708], [2.3114, 1.9521, 4.9393], [3.9990, 2.7453, 3.2889], [2.3787, 3.2194, 2.8006], [3.9650, 0.8262, 1.8063], [3.6606, 2.2789, 0.8742], [2.2797, 1.9452, -1.5494], [3.5654, 3.7745, -1.2455], [2.6742, 4.0666, 0.2368], [2.7227, 6.0871, -1.1160], [1.0704, 5.5029, -1.0294], [3.0098, 5.4030, -3.3643], [1.3708, 6.0182, -3.3219], [2.3426, 3.2233, -3.7433], [0.8754, 3.9919, -4.3323], [0.2141, 2.2606, -2.7373], [-0.0737, 3.8322, -2.0041], [4.6725, -4.7398, 2.6713], [3.5281, -5.4002, 2.2562], [2.5913, -4.7592, 1.4659], [2.7778, -3.4336, 1.0732], [3.9512, -2.7912, 1.4870], [4.8840, -3.4293, 2.2780], [1.8380, -2.6289, 0.2908], [0.5396, -2.8085, -0.0403], [-0.1342, -4.0889, 0.3385], [-0.7584, -4.2604, 1.5765], [-1.3713, -5.4593, 1.8962], [-1.3771, -6.5092, 0.9907], [-0.7699, -6.3522, -0.2443], [-0.1684, -5.1515, -0.5732], [5.3983, -5.2453, 3.2864], [3.3652, -6.4244, 2.5515], [1.7207, -5.3017, 1.1461], [4.1301, -1.7694, 1.1774], [5.7801, -2.9104, 2.5840], [2.3089, -1.6949, -0.0261], [-0.7041, -3.4601, 2.3086], [-1.8237, -5.5962, 2.8663], [-1.8322, -7.4507, 1.2519], [-0.7396, -7.1756, -0.9407], [0.3374, -5.0422, -1.5225]]
}

---

{
  "formula": "C44H66BGe2N8RbS3",
  "method": "ωB97M-V with the def2-TZVPD basis set",
  "e_tot_ev": -205486.869,
  "s2": 0.76,
  "orbital_gap_ev": [6.24, 7.53],
  "lumo_energy_ev": [-2.61, -2.69],
  "homo_ev": [-8.85, -10.22],
  "e_above_lowest_kcal_mol": 28.2,
  "multiplicity": 2,
  "total_charge": 1,
  "elements": ["Rb", "C", "C", "C", "C", "N", "N", "B", "N", "N", "C", "C", "C", "C", "C", "S", "C", "C", "C", "C", "N", "N", "C", "C", "C", "C", "C", "S", "C", "C", "C", "C", "C", "S", "C", "C", "C", "C", "H", "H", "H", "H", "H", "H", "H", "H", "H", "H", "H", "H", "H", "H", "H", "H", "H", "H", "H", "H", "H", "H", "H", "H", "H", "H", "H", "H", "H", "H", "H", "H", "H", "H", "H", "H", "H", "H", "H", "N", "C", "C", "N", "H", "H", "H", "H", "H", "H", "H", "H", "C", "Ge", "C", "C", "Ge", "C", "C", "C", "C", "C", "C", "C", "C", "C", "C", "C", "C", "H", "H", "H", "H", "H", "H", "H", "H", "H", "H", "H", "H", "H", "H", "H", "H", "H", "H", "H"],
  "positions_angstrom": [[-0.2939, -0.4497, 2.0600], [-2.1171, 2.8127, -1.0534], [-0.8176, 2.1575, -1.3607], [0.2737, 2.8547, -1.7600], [1.5033, 2.1841, -2.0160], [1.5881, 0.8956, -1.9142], [0.5070, 0.1794, -1.5219], [0.8170, -1.2993, -1.4544], [-0.2468, -2.2609, -1.8861], [-0.7570, -1.7883, -3.0504], [-1.7104, -2.4418, -3.6288], [-2.2105, -3.6514, -3.0624], [-1.6861, -4.1532, -1.9203], [-2.1680, -5.4184, -1.2976], [-0.6194, -3.4173, -1.2739], [0.0949, -3.9365, 0.1464], [-2.2840, -1.8761, -4.9164], [-2.0534, -2.8864, -6.0494], [-1.6190, -0.5506, -5.2832], [-3.7887, -1.6494, -4.7226], [2.0156, -1.6752, -0.6059], [2.2606, -1.6999, -1.9164], [3.4068, -1.9988, -2.4451], [4.4358, -2.3068, -1.5139], [4.2370, -2.2408, -0.1667], [5.3284, -2.5367, 0.7999], [2.9312, -1.8664, 0.3618], [2.6251, -1.7036, 1.9927], [3.5946, -2.0217, -3.9443], [2.3117, -1.5882, -4.6480], [4.7393, -1.0709, -4.3156], [3.9544, -3.4570, -4.3562], [-0.6982, 0.7232, -1.1833], [-1.9594, -0.1728, -0.5337], [2.7653, 2.9065, -2.4689], [3.9919, 2.2790, -1.7965], [2.7143, 4.3925, -2.1126], [2.8683, 2.7518, -3.9934], [-2.0681, 3.8837, -1.2489], [-2.3897, 2.6486, -0.0095], [-2.9173, 2.3645, -1.6448], [0.2152, 3.9289, -1.8701], [-3.0219, -4.1702, -3.5581], [-2.9648, -5.8650, -1.8907], [-2.5302, -5.2267, -0.2866], [-1.3449, -6.1262, -1.1954], [-0.9868, -3.0470, -6.2212], [-2.4924, -2.5102, -6.9750], [-2.5139, -3.8528, -5.8349], [-0.5453, -0.6695, -5.4333], [-1.7676, 0.1969, -4.5032], [-2.0550, -0.1730, -6.2102], [-4.3223, -2.5819, -4.5294], [-4.2122, -1.2107, -5.6277], [-3.9769, -0.9690, -3.8897], [5.4085, -2.5891, -1.8939], [6.2434, -2.8206, 0.2824], [5.0225, -3.3351, 1.4769], [5.5159, -1.6639, 1.4264], [1.9958, -0.5924, -4.3294], [1.4903, -2.2783, -4.4473], [2.4819, -1.5675, -5.7257], [4.5015, -0.0431, -4.0368], [4.9013, -1.1027, -5.3938], [5.6776, -1.3500, -3.8334], [3.1624, -4.1542, -4.0761], [4.8861, -3.7910, -3.8963], [4.0840, -3.5041, -5.4384], [3.9435, 2.3952, -0.7110], [4.8984, 2.7721, -2.1525], [4.0663, 1.2152, -2.0168], [2.5431, 4.5466, -1.0443], [1.9433, 4.9281, -2.6695], [3.6700, 4.8540, -2.3641], [2.9315, 1.6986, -4.2708], [3.7593, 3.2626, -4.3645], [1.9981, 3.1827, -4.4941], [-2.1591, -2.6468, 2.5084], [-2.0771, -3.0960, 3.8949], [-0.6473, -3.0240, 4.4221], [-0.2609, -1.6456, 4.7469], [-3.1247, -2.5894, 2.2067], [-1.7077, -3.3200, 1.8933], [-2.4478, -4.1167, 4.0436], [-2.7080, -2.4413, 4.5046], [0.0425, -3.3957, 3.6577], [-0.5528, -3.6969, 5.2809], [0.7417, -1.5867, 4.9010], [-0.6898, -1.3673, 5.6215], [-1.3117, 0.6381, 7.6612], [-2.4671, 1.6547, 6.4330], [-4.2656, 0.8786, 6.4128], [-2.5340, 3.5545, 6.9572], [-1.6100, 1.6065, 4.1689], [-2.8528, 2.3515, 2.8530], [-3.8779, 1.5719, 2.3211], [-4.8227, 2.1194, 1.4642], [-4.7608, 3.4644, 1.1304], [-3.7425, 4.2566, 1.6469], [-2.7941, 3.7024, 2.4934], [0.1133, 2.4849, 3.8882], [0.5157, 2.8487, 2.6027], [1.7227, 3.4972, 2.3809], [2.5628, 3.7774, 3.4496], [2.1877, 3.4066, 4.7330], [0.9768, 2.7677, 4.9489], [-1.3613, 1.0668, 8.6632], [-0.2660, 0.6368, 7.3510], [-1.6473, -0.3987, 7.7338], [-4.7197, 0.9432, 7.4026], [-4.2288, -0.1724, 6.1227], [-4.9068, 1.4078, 5.7072], [-3.0030, 3.6661, 7.9369], [-3.1163, 4.1279, 6.2348], [-1.5330, 3.9845, 7.0072], [-3.9461, 0.5181, 2.5758], [-5.6068, 1.4932, 1.0562], [-5.5009, 3.8942, 0.4672], [-3.6889, 5.3079, 1.3922], [-2.0042, 4.3347, 2.8861], [-0.1363, 2.6447, 1.7557], [2.0084, 3.7793, 1.3740], [3.5046, 4.2853, 3.2852], [2.8386, 3.6230, 5.5708], [0.6995, 2.5001, 5.9635]]
}